Record 1
54
Properties=species:S:1:pos:R:3:forces:R:3:mulliken_charge:R:1 method="wB97M-V/def2-TZVPD" relative_energy_kcal_mol=0.0 total_charge=-2 e_lumo_ha=0.152 homo_lumo_gap_ev=5.8995
Ti 1.43255 0.73806 0.35949 0.0 0.1 0.4 0.048
O 0.82134 3.83782 -5.88434 0.0 0.0 0.0 -0.647
C 0.93389 3.33975 -4.78663 0.0 0.0 0.0 0.526
S -0.28352 2.30220 -4.04249 0.0 0.0 0.0 -0.126
C 0.57283 2.01250 -2.53767 0.1 0.0 0.0 -0.416
C 1.77718 2.59050 -2.38668 0.0 -0.1 0.0 0.429
S 2.77840 2.43299 -0.97619 -0.1 0.1 0.0 -0.464
S 2.33878 3.56071 -3.74018 0.0 0.0 0.0 -0.208
S -0.20552 1.08910 -1.28040 -0.2 -0.1 -0.2 0.216
C -1.20876 -4.04626 1.95376 0.0 0.0 0.0 -0.389
C -1.51665 -3.11163 2.93343 0.0 0.0 0.0 -0.551
C -1.10015 -1.79328 2.82719 0.0 0.0 0.0 -0.284
C -0.35372 -1.36385 1.71896 -0.2 0.0 -0.1 -0.069
C -0.03884 -2.31700 0.74161 0.0 0.1 0.0 -0.133
C -0.45734 -3.63196 0.86003 0.0 -0.1 0.0 -0.732
N 0.02911 -0.02148 1.56217 0.2 0.2 -0.2 0.931
N -0.67783 0.80325 2.42848 0.0 -0.1 -0.1 -0.795
C -0.18838 2.01152 2.45988 0.0 -0.1 0.0 0.310
C -0.77842 2.99964 3.32547 0.0 0.0 0.0 -0.876
C -0.23233 4.23259 3.41085 0.0 0.0 0.0 -0.131
C 0.91746 4.54998 2.63244 0.0 0.0 0.0 -0.919
C 1.42150 3.59186 1.80642 0.0 0.0 0.0 -0.246
N 0.90272 2.34322 1.68928 0.2 -0.3 -0.1 0.418
H -1.54157 -5.07333 2.04107 0.0 0.0 0.0 0.373
H -2.09540 -3.40907 3.80150 0.0 0.0 0.0 0.348
H -1.35243 -1.07147 3.58805 0.0 0.0 0.0 0.382
H 0.51063 -2.02671 -0.14297 0.0 0.0 0.0 0.191
H -0.20052 -4.32801 0.06984 0.0 0.0 0.0 0.306
H -1.64744 2.70228 3.89655 0.0 0.0 0.0 0.433
H -0.66784 4.97708 4.06883 0.0 0.0 0.0 0.346
H 1.37468 5.52871 2.66640 0.0 0.0 0.0 0.380
H 2.26895 3.79452 1.16637 0.0 0.0 0.0 0.303
S 2.72576 -1.01496 -0.88047 -0.1 0.1 0.1 -0.530
C 3.86425 -0.94035 0.40978 0.0 0.1 0.0 1.045
S 3.46632 0.21490 1.63144 0.1 0.1 0.1 -0.498
C 5.00569 -1.72377 0.46712 0.1 -0.1 0.0 0.232
C 5.31098 -2.68596 -0.53920 -0.1 0.0 0.1 -0.016
N 5.57193 -3.48610 -1.32849 0.1 0.0 0.0 -0.603
C 5.93102 -1.62218 1.54645 0.0 0.1 -0.1 0.011
N 6.70273 -1.54556 2.40116 0.0 -0.1 0.0 -0.600
C -3.95150 -0.54983 -3.42731 0.0 0.1 0.0 -0.949
N -2.53193 -0.83336 -3.31307 0.1 -0.1 0.0 0.019
C -2.01698 -1.75269 -2.43807 -0.3 0.0 -0.1 0.214
S -0.78829 -2.77918 -2.92412 0.0 0.0 0.0 -0.425
N -2.57368 -1.82339 -1.20991 0.1 0.1 0.0 -0.114
C -3.17925 -0.69993 -0.49949 0.0 0.0 0.0 -0.971
H -4.10604 0.01351 -4.34597 0.0 0.0 0.0 0.358
H -4.31380 0.06306 -2.60571 0.0 0.0 0.0 0.272
H -4.55235 -1.46533 -3.47128 0.0 0.0 0.0 0.280
H -2.03857 -0.88440 -4.19054 0.0 0.1 0.0 0.265
H -2.09089 -2.48253 -0.61537 0.0 0.0 0.0 0.132
H -4.26942 -0.71188 -0.57259 0.0 0.0 0.0 0.336
H -2.79379 0.24627 -0.87697 0.0 0.0 0.0 0.352
H -2.90558 -0.78061 0.55213 0.0 0.0 0.0 0.238


Record 2
51
Properties=species:S:1:pos:R:3:forces:R:3:mulliken_charge:R:1 method="wB97M-V/def2-TZVPD" relative_energy_kcal_mol=30.1 total_charge=+1 e_lumo_ha="-0.207 / -0.207" homo_lumo_gap_ev="5.0268 / 5.0257"
Au 0.94326 0.11637 -0.31742 0.2 -0.1 -0.3 0.362
N 3.06892 -1.89196 -1.43803 0.0 0.1 0.1 -0.344
C 3.82594 -1.37319 -0.36837 -0.1 -0.2 -0.2 1.034
C 5.07580 -0.80670 -0.61853 0.0 0.1 0.0 -0.842
C 5.83889 -0.28099 0.40862 0.0 0.0 -0.1 -0.546
C 5.37196 -0.32438 1.71440 0.0 0.0 0.1 -0.828
C 4.13329 -0.88261 1.96806 -0.1 0.1 0.1 -0.748
C 3.33249 -1.39892 0.94547 0.0 0.1 0.0 0.250
C 2.00340 -1.97626 1.31748 0.0 -0.1 0.0 0.304
C 1.92607 -2.91231 2.35025 0.0 -0.1 -0.1 -0.689
C 0.70679 -3.39721 2.80372 0.0 0.0 0.0 -0.766
C -0.48135 -2.93749 2.25315 0.1 0.0 0.0 -0.787
C -0.43939 -2.00024 1.23055 0.0 0.1 0.0 -0.518
C 0.78723 -1.53208 0.78658 -0.2 0.0 0.1 0.811
H 3.61380 -2.01437 -2.27864 0.0 0.0 0.0 0.222
H 2.57141 -2.74412 -1.21714 -0.1 0.0 0.0 0.266
H 5.45777 -0.80545 -1.63401 0.0 0.0 0.0 0.330
H 6.81035 0.14542 0.18995 0.0 0.0 0.0 0.406
H 5.96596 0.07321 2.52661 0.0 0.0 0.0 0.412
H 3.75438 -0.90308 2.98363 0.0 0.0 0.0 0.499
H 2.84937 -3.27095 2.79138 0.0 0.0 0.0 0.543
H 0.68775 -4.13816 3.59320 0.0 0.0 0.0 0.398
H -1.43560 -3.30330 2.60999 0.0 0.0 0.0 0.451
H -1.36691 -1.62218 0.81025 0.2 -0.1 0.1 0.684
N 3.06341 4.12469 -3.28026 -0.1 -0.1 0.0 -0.526
N 2.19627 3.50119 -2.40832 0.1 0.1 -0.1 1.137
N 1.08481 4.07961 -2.00721 0.1 -0.1 0.0 -0.820
C 0.52840 3.11126 -1.29965 0.0 0.0 -0.1 -0.233
N 1.29726 2.01394 -1.30154 -0.1 0.2 0.2 -0.034
N 2.37376 2.28112 -2.02466 -0.1 0.1 0.0 -0.419
H 2.99913 5.12371 -3.12933 0.0 0.0 0.0 0.317
H 3.99898 3.77121 -3.12160 0.0 0.0 0.0 0.304
H -0.42671 3.19319 -0.80604 0.1 0.0 0.0 0.478
S -5.35915 -2.81119 -0.40010 0.0 0.0 0.0 -0.325
C -4.05816 -1.90244 -0.78070 -0.1 0.0 0.1 0.364
S -2.61496 -2.65990 -1.42101 -0.1 0.2 0.0 -0.041
C -1.84225 -1.11475 -1.48000 -0.2 0.4 0.1 0.075
N -2.58084 -0.12835 -1.07298 0.3 -0.3 -0.2 -0.722
N -3.80488 -0.53570 -0.67928 0.0 0.0 0.0 0.659
C -4.67696 0.51439 -0.18548 0.0 0.0 0.0 0.721
C -4.14565 1.79938 -0.04513 0.0 -0.1 0.0 -0.312
C -4.94129 2.82995 0.41941 0.0 0.0 0.0 -0.519
C -6.27074 2.60409 0.74723 0.0 0.0 0.0 -0.490
C -6.79277 1.33281 0.59715 0.0 0.0 0.0 -0.759
C -6.00942 0.28354 0.13343 0.0 0.0 -0.1 -0.413
S -0.21909 -0.89923 -2.05023 0.1 -0.1 0.1 -0.187
H -3.11956 1.98994 -0.30809 0.1 0.0 0.0 0.542
H -4.51760 3.82059 0.52066 0.0 0.0 0.0 0.353
H -6.89018 3.41285 1.11165 0.0 0.0 0.0 0.391
H -7.82907 1.13753 0.83970 0.0 0.0 0.0 0.374
H -6.44432 -0.69250 0.02124 0.0 0.0 0.0 0.178


Record 3
45
Properties=species:S:1:pos:R:3:forces:R:3:mulliken_charge:R:1 method="wB97M-V/def2-TZVPD" relative_energy_kcal_mol=0.0 total_charge=0 spin_multiplicity=5 e_lumo_ha="0.003 / -0.133" homo_lumo_gap_ev="5.8026 / 5.4439"
F 1.55166 -0.87700 2.36753 0.7 0.1 0.0 -0.374
B 1.29855 0.20659 1.53358 -1.5 -0.2 -0.1 0.395
F 1.52815 1.45445 2.11576 0.5 0.0 0.0 -0.354
F 1.79264 0.07990 0.23760 0.6 0.1 0.2 -0.338
C -0.34966 0.13415 1.32272 0.1 -1.9 1.0 1.002
C -1.16424 1.10047 0.75971 -1.5 -0.3 -0.2 -0.100
O -2.47319 0.67818 0.73854 -0.1 0.5 0.2 -0.248
C -2.49791 -0.56022 1.32804 1.2 0.2 0.0 -0.498
C -1.22873 -0.93690 1.69819 0.7 1.0 -0.4 -0.460
H -0.89520 2.07799 0.37328 -0.5 -0.1 0.1 -0.314
H -3.42571 -1.10220 1.43794 -0.2 0.5 -0.2 0.501
H -0.92717 -1.85975 2.17515 -0.1 0.2 -0.1 0.514
C -0.52074 6.87013 0.82728 2.1 0.2 1.8 -0.611
C 0.25263 5.76836 0.28325 0.3 0.5 1.5 -0.710
C 0.00547 4.59824 1.10456 1.2 1.0 1.7 -0.159
C -0.94082 4.96746 2.14554 1.8 0.1 0.0 -0.654
C -1.25575 6.38026 1.98057 1.4 0.5 -0.1 -0.783
Fe -1.68524 5.34367 0.36882 -0.2 -0.3 -0.1 -0.249
C -3.64204 5.00598 0.41829 -0.5 -0.2 -1.3 -1.284
C -3.30492 6.10109 -0.47769 -1.9 -1.0 -1.5 -0.798
C -2.36549 5.60778 -1.45068 -1.2 -0.1 -0.3 -0.778
C -2.10455 4.18212 -1.18787 -1.6 0.3 1.0 1.615
C -1.02393 3.43082 -1.76685 0.1 0.4 -0.9 -1.944
C -1.05500 2.08104 -2.16796 0.2 -0.4 -0.2 1.223
C 0.15334 1.49265 -2.64307 -0.2 -0.2 0.3 -0.709
C 0.22452 0.13226 -2.88228 0.0 0.1 0.0 -0.483
C -0.91144 -0.66990 -2.70259 0.0 -0.2 0.0 -0.480
C -2.12828 -0.09413 -2.31894 0.1 0.0 -0.1 -0.694
C -2.21645 1.26714 -2.08260 0.1 0.1 0.0 0.013
C -2.92958 3.83603 -0.02395 -1.6 -0.7 -2.0 0.246
H -0.49135 7.89727 0.47480 -0.2 -0.3 0.0 0.487
H 0.95966 5.82954 -0.53867 -0.4 -0.1 0.1 0.509
H 0.52094 3.64562 1.03079 -0.2 0.2 -0.2 0.769
H -1.28493 4.31516 2.94553 0.0 0.2 -0.3 0.488
H -1.87206 6.97626 2.64739 0.0 -0.2 -0.3 0.478
H -4.36228 5.03198 1.23660 0.4 0.1 -0.2 0.512
H -3.74188 7.09760 -0.45137 0.3 -0.3 0.1 0.493
H -1.98329 6.13767 -2.31960 0.1 0.0 0.4 0.533
H -0.14922 4.01869 -2.07107 -0.3 -0.3 0.1 0.402
H 1.03213 2.13284 -2.73877 -0.2 -0.3 0.0 0.330
H 1.17176 -0.31474 -3.18802 -0.3 0.1 0.1 0.371
H -0.85427 -1.74718 -2.87545 0.0 0.4 0.1 0.376
H -3.01229 -0.72235 -2.18390 0.2 0.2 -0.2 0.460
H -3.16660 1.73111 -1.81507 0.3 -0.2 0.0 0.454
H -3.04625 2.82576 0.35317 0.1 0.5 0.3 0.848


Record 4
55
Properties=species:S:1:pos:R:3:forces:R:3:mulliken_charge:R:1 method="wB97M-V/def2-TZVPD" total_charge=+1 spin_multiplicity=2 e_lumo_ha="-0.125 / -0.195" homo_lumo_gap_ev="7.5418 / 5.6405"
Bi 0.66244 -4.01747 0.51336 -0.1 0.0 0.0 1.117
S -2.91937 -4.06573 3.30227 -0.1 0.0 0.0 -0.225
Sb -1.02060 -5.48265 3.24485 0.2 0.0 0.0 0.612
S 0.76544 -3.78177 2.96131 0.0 0.0 0.0 -0.416
S -1.08474 -5.87547 0.86822 0.0 0.0 0.0 -0.520
C 4.06608 0.91831 -0.54917 -0.1 0.0 0.1 -1.225
N 3.15346 0.02274 0.15055 0.0 0.1 0.1 0.845
C 2.39265 -0.95213 -0.33719 0.0 -0.1 0.0 -0.481
N 1.69050 -1.50928 0.64062 0.1 0.0 0.0 0.367
C 2.08044 -0.79851 1.73847 -0.1 0.0 0.0 -0.688
N 2.95140 0.14529 1.48064 0.0 -0.1 -0.1 -0.835
C 3.37527 2.06691 -1.24775 0.1 0.0 0.0 1.090
C 4.14734 2.90525 -2.04604 0.0 0.0 0.0 -0.929
C 3.56859 3.98589 -2.69118 0.0 0.0 0.0 -0.586
C 2.21260 4.23753 -2.55336 0.0 0.0 0.0 -1.023
C 1.44047 3.39898 -1.75965 -0.1 0.0 0.0 -0.189
C 2.02219 2.31750 -1.10290 0.0 0.0 0.0 -0.157
C 0.00798 3.66318 -1.62667 0.2 -0.1 0.0 0.620
N -0.67013 4.64788 -2.09345 -0.2 0.1 0.1 -0.478
N -1.99214 4.43178 -1.70418 0.2 0.1 -0.1 -0.471
C -1.99691 3.33153 -1.04354 -0.1 -0.2 0.1 0.678
O -0.76246 2.77206 -0.95031 0.0 0.1 0.0 -0.259
C -3.13005 2.63965 -0.43051 0.0 0.1 -0.1 -0.086
C -4.41029 3.17332 -0.56195 0.0 0.0 0.0 -1.022
C -5.48680 2.50892 -0.00388 0.0 0.0 0.0 -0.713
C -5.29564 1.31284 0.67742 0.0 0.0 0.0 -0.878
C -4.02046 0.78668 0.81710 0.0 0.0 0.0 1.092
C -3.81532 -0.49073 1.58945 0.1 -0.1 0.0 -1.031
N -2.91278 -1.41368 0.90136 -0.1 0.1 -0.1 1.084
C -1.67566 -1.75058 1.22322 0.1 -0.1 0.1 -0.506
N -1.21837 -2.61241 0.32350 0.0 0.0 -0.1 0.110
C -2.25770 -2.76293 -0.55034 -0.1 0.0 0.1 -0.322
N -3.29917 -2.04490 -0.23337 0.1 0.1 0.1 -0.837
C -2.93737 1.45395 0.26382 0.0 0.0 0.0 -0.245
H 4.64105 0.32433 -1.26003 0.0 0.0 0.0 0.471
H 4.75305 1.28551 0.21132 0.0 0.0 0.0 0.336
H 2.37632 -1.22775 -1.38039 0.0 0.0 0.0 0.412
H 1.71515 -0.99456 2.73327 0.0 0.0 0.0 0.504
H 5.20804 2.71434 -2.16286 0.0 0.0 0.0 0.456
H 4.17684 4.63306 -3.30823 0.0 0.0 0.0 0.410
H 1.74371 5.07323 -3.05439 0.0 0.0 0.0 0.533
H 1.40517 1.68824 -0.47444 0.0 0.0 0.0 0.749
H -4.54389 4.09796 -1.10666 0.0 0.0 0.0 0.538
H -6.48358 2.91500 -0.10813 0.0 0.0 0.0 0.412
H -6.14607 0.78819 1.09573 0.0 0.0 0.0 0.408
H -4.75744 -1.01426 1.73804 0.0 0.0 0.0 0.457
H -3.36958 -0.30538 2.56777 0.0 0.0 0.0 0.208
H -1.14719 -1.40373 2.09629 0.0 0.0 0.0 0.468
H -2.23719 -3.42062 -1.40376 0.0 0.0 0.0 0.406
H -1.93492 1.05260 0.35816 0.0 0.0 0.0 0.707
Br 4.24584 -4.05096 0.71148 0.0 0.0 0.0 -0.088
C 4.35531 -5.96925 0.86949 0.0 0.0 0.0 -0.459
Br 2.62556 -6.81156 0.79568 -0.1 0.0 0.0 -0.113
H 4.79853 -6.19692 1.82915 0.0 0.0 0.0 0.349
H 4.94443 -6.33941 0.04180 0.0 0.0 0.0 0.344


Record 5
50
Properties=species:S:1:pos:R:3:forces:R:3:mulliken_charge:R:1 method="wB97M-V/def2-TZVPD" relative_energy_kcal_mol=59.0 total_charge=0 smiles="C[C@@]1(Cc2ccc(Br)cc2)C(=O)N(c2cc(Cl)cc(Cl)c2)c2ncc(S(=O)(=O)CCO)n21" e_lumo_ha=-0.003 homo_lumo_gap_ev=8.9644
C -2.77317 -1.50556 0.03507 -0.5 0.8 0.3 -1.644
C -1.36050 -0.88075 -0.17520 -0.5 -1.5 2.3 1.905
C -0.19168 -1.94735 -0.00401 -0.2 -0.1 -2.1 -1.461
C 1.07349 -1.51717 -0.75968 -0.7 -0.3 1.5 0.577
C 1.23489 -1.97543 -2.06281 1.5 0.4 -0.8 -0.107
C 2.51503 -1.67812 -2.67425 -0.9 0.0 0.7 -0.541
C 3.48307 -0.88528 -1.96275 -2.7 -0.2 0.1 0.147
Br 5.01975 -0.34596 -2.82962 0.9 0.1 -0.5 -0.160
C 3.20022 -0.31393 -0.69517 -0.1 -1.1 0.8 -0.872
C 2.00458 -0.72408 -0.04620 0.2 0.0 -0.7 0.115
C -1.41629 -0.00804 -1.41259 1.6 -2.3 -6.2 -0.748
O -1.62094 -0.42953 -2.58644 -0.1 1.0 3.8 -0.636
N -0.85497 1.23186 -1.19198 0.1 -0.4 -2.1 0.626
C -0.37636 2.16353 -2.21067 -1.3 0.8 0.9 0.100
C -0.73003 3.51005 -1.98925 0.7 -0.8 -0.7 -0.449
C -0.40632 4.47686 -2.86196 0.5 0.6 -4.2 -0.196
Cl -1.12661 6.12209 -2.83876 0.8 -1.3 0.4 -0.209
C 0.20977 4.08509 -4.10353 -0.5 -0.7 -1.3 -0.292
C 0.47324 2.74084 -4.39599 0.8 -0.5 2.3 0.020
Cl 1.39846 2.14221 -5.78378 -0.8 0.8 0.6 -0.212
C 0.25245 1.78009 -3.37215 0.8 -0.7 0.2 -0.220
C -0.74056 1.33736 0.13083 1.3 0.8 3.6 0.320
N -0.40456 2.31571 0.94544 -1.5 -1.0 0.6 -0.742
C -0.71640 1.70469 2.17197 3.0 4.2 1.6 -0.696
C -0.96240 0.42502 2.11128 -1.7 -2.4 0.6 -0.171
S -1.36875 -0.58844 3.49689 -2.1 1.6 2.7 1.450
O -1.79896 0.36234 4.61414 2.0 -2.6 -3.1 -0.681
O -2.36569 -1.62240 3.18426 1.7 1.0 -0.2 -0.631
C 0.25405 -1.33151 3.86710 0.4 0.9 1.9 -0.392
C 0.16200 -2.17311 5.14707 2.8 -0.5 -0.6 -0.753
O -0.33507 -3.39158 4.67337 -0.6 -0.8 1.0 -0.518
N -1.01338 0.17004 0.78627 -0.8 -0.4 -2.9 0.373
H -2.92090 -2.30784 0.76945 1.0 -0.2 -0.5 0.405
H -3.30947 -0.72124 0.59991 -0.4 0.0 -0.9 0.432
H -3.22598 -1.77397 -0.95891 0.4 0.4 1.1 0.349
H -0.51532 -2.93990 -0.35131 -0.1 0.4 -0.4 0.685
H 0.01469 -2.18311 1.03547 -0.2 0.8 0.3 0.127
H 0.36718 -2.53705 -2.56476 1.8 0.9 0.6 0.307
H 2.71017 -2.08539 -3.69017 0.1 0.6 0.9 0.384
H 3.98772 0.26918 -0.14268 -1.0 -0.5 -0.8 0.378
H 1.72518 -0.48028 1.01991 0.7 0.0 -1.3 0.175
H -1.28865 3.90273 -1.23091 -1.5 0.0 2.5 0.532
H 0.30267 4.66958 -5.02249 0.1 0.8 0.9 0.330
H 0.71964 0.77680 -3.37376 -0.7 0.5 -0.6 0.371
H -0.45509 2.16205 3.12433 -0.5 0.4 -0.4 0.482
H 0.97111 -0.53267 4.10502 -0.4 0.2 -0.7 0.389
H 0.57645 -1.98313 3.07476 0.0 0.1 -0.5 0.278
H 1.20083 -2.47986 5.60706 -1.6 1.2 -1.1 0.313
H -0.32211 -1.55877 5.89814 -0.8 -0.6 0.4 0.419
H -1.25644 -3.44669 4.89404 -0.8 -0.3 0.0 0.341